[1]
The following is a DFT calculation (the ωB97M-V functional and the def2-TZVPD basis) of a molecular structure, C35H92Br6N12O13P4.

Structure (XYZ):
```
162
Properties=species:S:1:pos:R:3:forces:R:3
Br 1.3962 22.0293 -11.5272 -0.311 0.022 -1.219
Br -20.8440 13.2154 -12.8577 1.219 -0.331 0.524
Br -17.6118 14.1061 -12.5675 -1.028 -0.854 0.133
Br 2.1600 21.6145 -14.7288 -0.917 0.483 1.031
Br -18.7447 11.5868 -10.7325 -0.558 1.292 -1.038
Br -0.8054 20.8951 -13.6531 0.587 0.215 0.197
P -18.6539 32.6666 -7.6016 -0.569 -0.022 1.926
P 1.2481 26.6732 -22.5612 0.188 2.118 5.692
P -5.1843 14.5928 -7.1486 0.848 0.903 -1.363
P -10.8998 23.5646 -12.6008 1.262 -1.036 -1.685
O -5.8146 15.8062 -6.5382 -0.089 -1.549 -0.419
O -19.3276 20.3739 -8.3641 -2.444 0.452 -2.738
O -13.0559 24.9167 -2.0822 -0.192 -2.181 0.116
O -13.0539 30.3163 -23.4723 1.230 -1.754 1.256
O -10.9581 29.5089 -22.8899 -2.867 -1.704 2.161
O -17.5018 32.3625 -6.6997 -0.821 -0.881 -1.007
O -15.1789 24.1315 -2.2683 1.823 -0.586 0.525
O -10.9795 25.0200 -12.2222 -0.287 -2.107 -0.673
O -13.6056 23.2226 -0.8107 0.105 -0.442 -1.203
O -12.8155 28.7295 -21.7415 1.473 1.072 -1.394
O 1.9037 26.2403 -23.7694 0.578 -1.294 -1.527
O -20.2897 21.5212 -10.0882 1.724 1.918 1.620
O -19.1687 22.6670 -8.5148 -0.631 -2.504 -0.325
N 2.3682 26.9202 -21.2217 -0.234 -0.413 -1.795
N -12.3541 22.7955 -13.0640 0.341 0.587 2.285
N 0.1295 25.5967 -21.8181 0.061 2.256 -1.107
N -10.1098 22.4840 -11.3847 -1.173 0.507 -0.823
N -18.5429 32.0887 -9.1875 0.053 1.429 -1.209
N -10.0265 23.2489 -14.1729 0.050 0.643 2.300
N -18.8797 34.3545 -7.5365 0.283 -0.410 -2.969
N -5.6131 13.0871 -6.4916 -0.308 1.370 1.120
N -20.1369 31.9879 -6.9854 -1.044 0.997 -0.212
N -3.4448 14.6986 -7.0857 -0.124 0.450 -2.085
N 0.5855 28.2502 -22.6618 -0.198 -1.026 1.912
N -5.5720 14.4979 -8.8614 0.839 -0.024 1.663
C -18.2574 30.6509 -9.5041 -0.819 0.861 1.921
C 2.1084 27.4761 -19.8567 1.061 -1.440 -1.468
C -12.4405 21.3376 -13.3014 0.650 0.991 0.179
C -20.0835 30.9156 -5.9885 1.495 0.111 -0.476
C -10.2738 24.1817 -15.3196 0.440 -1.494 0.806
C -10.9910 22.0166 -10.2722 0.515 -0.459 -0.590
C -8.7367 22.7490 -10.9138 -0.352 1.982 -0.553
C -2.6748 15.7133 -7.9728 -1.800 -1.776 0.886
C 0.7441 22.0731 -13.3966 -0.041 -0.615 -0.030
C -19.0272 32.9581 -10.2959 0.844 -0.058 -0.030
C 3.5795 26.0433 -21.2986 -0.786 1.403 0.521
C -13.5601 23.5499 -13.5448 2.226 -0.529 1.009
C -0.5628 25.9060 -20.5021 0.950 -0.387 -1.610
C -19.5556 21.5750 -8.9067 0.019 1.911 -0.807
C -8.9334 22.2329 -14.2907 -1.088 1.831 -0.020
C -14.4880 22.1396 -0.3371 -0.732 1.752 -0.331
C -19.2263 13.2626 -11.7251 0.484 0.554 0.284
C -0.6530 28.2228 -23.3977 -0.163 0.788 -0.281
C 1.4287 29.4031 -23.0309 0.895 -1.225 -0.456
C -10.3391 29.8708 -24.0825 0.832 0.593 -0.586
C -18.6758 20.1771 -7.1929 1.853 0.203 2.368
C -17.8489 35.2359 -8.2425 -0.306 -0.010 1.789
C -4.8542 11.8503 -6.6838 -0.094 1.114 -0.315
C -14.2275 28.5420 -21.4206 0.346 0.258 -0.719
C -2.6836 14.4974 -5.8829 -0.346 0.167 0.546
C 0.1922 24.1957 -22.1850 0.021 -0.204 0.818
C -14.0459 24.0650 -1.8108 -1.598 -0.351 1.133
C -6.6519 13.1095 -5.3806 1.570 1.796 -0.944
C -20.8758 20.4008 -10.6320 -0.528 -1.195 -0.639
C -4.8824 13.4712 -9.7043 -0.900 1.788 -0.097
C -19.7011 34.9998 -6.5105 0.360 -0.900 0.140
C -12.3564 29.5793 -22.7942 -0.710 0.380 0.295
C -6.7965 15.1585 -9.3373 -0.242 -1.013 -0.203
C -13.2698 25.8472 -3.1063 0.379 2.352 0.376
C -21.4432 32.1171 -7.7459 1.736 -0.739 -0.258
H 1.1266 30.4137 -22.7563 -1.031 -0.316 0.119
H -0.7652 26.9638 -20.3339 0.311 0.066 -0.464
H -0.8185 23.8969 -22.4633 0.197 -0.658 -0.053
H -18.5720 19.0956 -7.1047 0.511 0.194 -0.003
H -17.3146 35.7676 -7.4552 0.010 0.148 0.249
H 4.4610 26.6844 -21.2949 0.267 0.006 0.178
H -11.5067 21.1037 -10.5699 -0.559 0.283 -0.253
H -13.9964 21.4502 0.3494 0.560 0.556 -0.213
H -19.0735 35.1421 -5.6308 0.044 0.834 0.065
H -14.7539 28.2237 -22.3204 -0.163 0.478 -0.004
H -20.2204 35.8828 -6.8829 0.401 0.209 0.060
H -7.6710 14.5372 -9.1438 -0.385 0.111 0.788
H -7.6552 12.8461 -5.7154 0.264 -0.781 0.265
H -6.8899 15.1660 -10.4232 0.926 0.346 -0.257
H -21.4136 19.9071 -9.8226 0.013 -0.752 -0.586
H -13.5082 25.6026 -4.1414 0.076 -1.111 0.322
H -10.9048 25.0321 -15.0616 0.055 -0.191 0.213
H -8.0208 22.7342 -14.6131 0.303 0.002 0.045
H 0.0964 25.5583 -19.7067 -0.391 -0.217 0.265
H -22.0800 31.2516 -7.5632 0.423 -0.396 -0.165
H -21.1005 32.1450 -8.7803 -0.735 -0.132 -0.259
H 3.5867 25.4380 -20.3921 0.238 -0.484 -0.149
H -8.3497 22.0097 -10.2126 -0.119 -0.331 -0.564
H 2.4234 29.3439 -22.5891 -0.005 -0.535 0.000
H -15.2486 22.7213 0.1836 -0.367 -0.660 0.203
H -11.6698 22.7646 -9.8626 -0.023 0.023 -0.141
H -4.5353 11.5074 -5.6995 -0.385 -0.753 -0.113
H -18.7763 32.5609 -11.2795 0.272 -0.482 0.177
H -3.9557 13.9872 -9.9551 0.570 -1.061 -0.063
H -19.0001 30.1453 -8.8870 -0.203 -0.822 -0.509
H -3.1439 13.7448 -5.2426 0.017 0.091 0.111
H -17.7545 20.7592 -7.1759 0.528 -0.538 -0.253
H -20.0986 33.1463 -10.3647 -0.139 -0.016 0.506
H 3.0483 27.9689 -19.6078 -0.400 0.993 0.204
H 1.1705 28.0258 -19.7778 0.502 0.300 -0.166
H -9.1875 21.5118 -15.0675 -0.040 -0.392 0.235
H 0.5926 23.6503 -21.3305 -0.637 -0.373 0.525
H -13.4508 24.6222 -13.3823 0.288 -0.068 -0.036
H -22.1483 32.9340 -7.5922 0.706 0.723 0.590
H -9.3355 24.5404 -15.7428 0.185 0.220 0.203
H 0.9471 23.8781 -22.9043 -0.323 0.919 -0.692
H -14.0317 26.5508 -2.7706 -0.115 0.057 -0.107
H -3.9266 12.0347 -7.2257 -0.040 0.263 -0.081
H -12.3083 26.3579 -3.0535 -0.162 0.336 -0.601
H -6.2304 12.7321 -4.4489 -0.378 -1.009 -0.234
H -2.5117 16.6610 -7.4596 -0.247 0.044 0.075
H -19.1500 31.0962 -5.4556 -0.307 0.031 0.662
H -17.0230 34.7647 -8.7755 -0.528 -0.835 0.009
H -10.3707 21.6278 -9.4646 0.260 0.456 0.067
H -1.7057 15.2617 -8.1850 -0.071 0.005 -0.206
H -14.3654 23.2195 -12.8888 -0.605 -0.166 -0.947
H -19.4461 14.0444 -10.9981 -0.116 -0.658 0.098
H -5.4255 13.3671 -10.6437 -0.171 0.095 0.004
H -17.3094 30.3085 -9.0890 0.271 0.357 -0.345
H -1.0129 29.2516 -23.3915 -0.288 -0.050 -0.404
H -20.9536 30.7953 -5.3431 0.029 0.539 -0.029
H 1.5367 29.3097 -24.1116 0.303 0.626 -0.252
H -11.6559 20.7754 -12.7949 0.391 0.392 -0.168
H -20.2082 19.8201 -11.2685 0.746 -0.723 1.013
H -4.8245 12.4614 -9.2980 0.343 0.280 0.308
H -8.6585 23.7124 -10.4101 -0.431 0.169 0.708
H -6.9302 16.1711 -8.9567 0.160 -0.258 0.159
H -9.2918 29.5688 -24.0774 0.022 -0.276 0.750
H -1.5412 25.4261 -20.5243 0.154 -0.319 0.225
H -5.4659 11.2141 -7.3234 0.173 -0.788 0.582
H -1.6474 14.2167 -6.0714 -0.009 -0.395 -0.403
H -8.7900 21.8268 -13.2894 -0.003 -0.475 -0.496
H -14.6642 29.4067 -20.9209 0.100 0.262 -0.509
H -18.2353 36.0254 -8.8871 -0.669 -0.292 -0.099
H 0.3096 23.0529 -13.5947 0.681 -0.103 0.020
H -14.9568 21.5643 -1.1355 0.220 0.276 -0.218
H -13.3411 20.8993 -12.8714 -0.416 0.315 -0.350
H -20.4728 34.3352 -6.1221 -0.005 -0.292 -0.476
H -18.3623 30.4194 -10.5641 -0.020 0.261 0.222
H -19.1148 20.5205 -6.2562 -1.067 0.171 -0.299
H -14.3502 27.7251 -20.7096 0.826 -0.082 -0.046
H -6.7213 14.1640 -5.1136 -0.280 0.215 -0.196
H -8.0791 23.0135 -11.7420 0.187 -0.957 -0.266
H -12.3451 21.1912 -14.3773 -0.260 -0.492 -0.098
H -19.8733 29.9506 -6.4496 -0.411 -0.336 -0.295
H -10.7203 29.3092 -24.9355 -0.604 0.749 -0.177
H -18.4865 33.9038 -10.2596 -0.344 0.121 0.026
H 3.6378 25.4739 -22.2262 -0.371 -0.099 0.227
H -21.5251 20.6666 -11.4662 -0.724 0.863 0.643
H -13.4800 23.3240 -14.6081 -1.474 0.131 -0.140
H -0.4069 27.8845 -24.4042 -0.668 0.086 -0.460
H -2.5905 15.4503 -5.3621 -0.201 0.071 0.541
H -1.4314 27.6094 -22.9437 0.243 -0.191 0.006
H -10.2886 30.9596 -24.0812 -0.485 0.025 -1.026
H -10.7341 23.5830 -16.1056 -0.321 0.165 -0.244
H 2.1150 26.6580 -19.1366 -0.475 -0.331 0.195
H -3.2922 15.8288 -8.8636 0.360 0.297 -0.072
```
Positions in Å, forces in eV/Å.

Summary:
**HOMO**: -7.91 eV
**Calculated total energy**: -19833.32284 a.u.
**Charge**: 0
**Energy relative to the best compared isomer or geometry (same formula, charge and spin)**: 162.8 kcal/mol
**LUMO level**: -0.0310 Ha

***

[2]
The following is a DFT calculation (the ωB97M-V functional and the def2-TZVPD basis) of 3 unconnected molecules or ions with the total composition C26H48FI2N3O10P.

Structure (XYZ):
```
91
Properties=species:S:1:pos:R:3:forces:R:3
I 7.9180 2.0576 -0.4763 -0.125 -0.050 0.295
I 7.0935 2.4100 4.5166 -0.377 -0.053 -0.185
P 5.6525 0.3526 1.3430 -0.003 -0.164 -0.190
F 6.9210 -4.9873 -1.3724 -0.029 0.209 -0.167
O 6.8804 -0.8222 0.8493 0.030 -0.272 -0.295
O -5.8067 2.8173 -2.8331 -0.070 0.050 0.035
O -11.4759 0.7048 -1.1189 0.017 -0.165 0.074
O 6.2164 -3.2629 -2.6101 0.855 -1.166 1.295
O -13.3940 -0.0443 -1.7594 -0.033 -0.058 0.006
O -3.7939 2.3456 -1.9236 -0.013 0.016 0.038
O -11.8273 0.3834 -3.3292 -0.011 -0.043 -0.080
O -5.0347 0.7077 -2.5709 -0.040 -0.035 0.159
O 4.4297 -0.7531 0.7573 0.147 -0.113 0.075
O 5.7233 -3.4710 2.0782 0.101 0.229 0.285
N 5.8313 -0.4215 2.9462 -0.462 0.196 -0.581
N -0.1599 0.5595 1.4707 -0.361 0.270 -0.449
N 2.3669 -4.9197 1.9463 0.395 -0.511 -0.169
C -12.1913 0.3508 -2.1830 0.036 0.109 0.107
C 4.3817 -3.4452 1.6342 -0.313 -1.053 -1.136
C -6.1510 0.2660 -4.6850 0.156 0.206 -0.089
C 7.0430 2.8484 2.3848 2.027 0.663 -1.198
C 8.2856 3.7838 2.2021 -0.778 0.182 1.054
C -4.9636 2.0345 -2.4753 0.103 -0.088 -0.063
C 4.3226 1.5284 2.0113 -0.198 0.012 -0.384
C -1.0099 -0.9336 2.8964 -1.041 -0.547 -0.842
C 6.4544 -1.5268 -0.2635 -0.127 1.080 -0.662
C 6.7554 -3.6525 -1.6060 -0.877 1.404 -1.120
C -0.1007 0.0266 2.7096 2.127 1.078 1.562
C -1.7141 -0.9878 1.6454 -1.005 -1.989 2.285
C -10.1515 1.1831 -1.3980 0.460 0.341 -0.040
C 7.2912 -2.7766 -0.5158 0.388 -0.438 0.441
C 2.8748 1.0166 2.0116 -0.481 1.255 0.165
C -14.2906 -0.4101 -2.8084 -0.213 -0.095 -0.078
C 7.1858 1.5798 1.5225 -0.702 0.019 1.299
C -10.1720 2.6365 -1.8205 -0.221 0.071 -0.123
C -3.5542 3.7488 -1.8042 0.173 0.209 0.106
C 2.1252 1.2290 0.6802 -0.253 -0.867 0.880
C -6.2298 0.2008 -3.1742 -0.348 -0.267 -0.323
C 0.6532 1.6036 0.8810 0.348 0.103 -0.843
C -1.1871 -0.0760 0.8415 -0.241 0.576 -1.872
C 4.8935 -1.6498 -0.2076 0.016 -1.084 0.507
C 3.8275 -4.8901 1.7436 0.073 0.685 0.246
C 4.2412 -3.0046 0.1665 0.155 0.308 0.353
H 7.4906 -3.3327 0.3964 -0.218 -0.072 0.028
H -1.5601 0.0969 -0.1537 0.521 0.527 -0.207
H -7.1036 0.7331 -2.7981 0.108 0.154 0.015
H -9.5876 1.0777 -0.4727 -0.218 -0.122 0.110
H 1.9798 -5.6531 1.3646 -0.178 0.086 0.016
H -3.4016 4.1895 -2.7884 -0.119 0.021 -0.001
H -5.2507 -0.2366 -5.0405 -0.052 -0.108 0.034
H 4.5241 1.8863 3.0220 0.332 -0.187 0.055
H -15.1696 -0.8415 -2.3373 0.069 0.052 0.154
H -14.5860 0.4713 -3.3760 0.087 -0.029 -0.080
H 5.5279 0.9173 0.0141 0.162 -0.121 0.035
H 3.7537 -2.7890 2.2256 0.482 0.218 0.485
H 0.5467 2.5581 1.4006 -0.009 -0.105 0.344
H -1.1370 -1.5154 3.7873 -0.104 -0.144 0.086
H 4.1157 -5.4076 0.8255 -0.184 -0.173 -0.026
H 6.7549 -0.2963 3.3291 -0.041 -0.199 0.196
H -10.6976 2.7599 -2.7675 0.073 -0.058 -0.041
H -6.3171 -0.8369 -2.8560 0.222 0.035 0.153
H -7.0233 -0.2089 -5.1347 -0.002 -0.017 0.031
H 6.2047 3.4849 2.1236 -0.567 -0.431 0.443
H -2.6471 3.8647 -1.2176 0.018 -0.181 -0.011
H -13.8414 -1.1503 -3.4673 0.068 0.090 -0.045
H 8.2746 -2.4387 -0.8547 0.057 0.010 -0.078
H -6.1043 1.2993 -5.0285 -0.089 0.011 0.041
H -2.5227 -1.6740 1.4619 -0.107 0.100 -0.361
H 9.2002 3.2056 2.1238 0.104 0.043 -0.200
H 6.1388 -4.2334 1.6629 0.002 -0.047 -0.019
H 2.3341 1.6568 2.7276 0.082 -0.006 0.125
H -10.6935 3.2413 -1.0772 0.099 -0.018 0.078
H 2.6188 2.0163 0.1151 -0.009 -0.011 -0.209
H 3.1680 -2.8482 0.0230 -0.055 -0.102 -0.142
H 0.2357 1.7594 -0.1155 -0.153 0.065 0.009
H 4.3763 -5.3746 2.5578 -0.141 -0.021 0.111
H 4.3572 2.4309 1.3878 -0.078 -0.022 -0.081
H -4.3751 4.2438 -1.2898 -0.068 -0.022 -0.098
H 2.7445 0.0092 2.3970 0.279 -0.199 -0.210
H 8.3537 4.4153 3.0898 0.182 0.096 -0.052
H -9.6698 0.5574 -2.1490 -0.183 -0.045 -0.071
H 8.1270 4.4649 1.3711 0.206 -0.273 -0.361
H 0.6475 0.3530 3.4126 0.045 0.139 -0.074
H 4.5484 -1.4509 -1.2317 -0.189 0.432 0.122
H 7.9951 0.9935 1.9535 0.226 0.012 -0.173
H -9.1561 3.0152 -1.9369 0.012 -0.032 0.015
H 5.1129 -0.1186 3.5883 0.312 0.209 0.244
H 6.6997 -0.8696 -1.1157 -0.448 -0.226 -0.307
H 2.1953 -5.2135 2.8998 -0.196 0.160 0.021
H 2.1405 0.2846 0.1366 0.214 0.159 -0.375
H 4.5183 -3.8365 -0.4920 0.159 0.139 -0.104
```
Positions in Å, forces in eV/Å.

Summary:
**HOMO**: -4.61 eV
**Calculated total energy**: -2972.81226 a.u.
**Charge**: -1
**Energy relative to the best compared isomer or geometry (same formula, charge and spin)**: 0.0 kcal/mol
**LUMO level**: 0.0638 Ha